<i>
{
  "formula": "C2H3ClOS",
  "method": "ωB97M-V/def2-TZVPD",
  "orbital_gap_ev": 9.7,
  "homo_ev": -9.70,
  "lumo_ev": 0.016,
  "symbols": ["C", "C", "O", "S", "Cl", "H", "H", "H"],
  "positions_angstrom": [[-1.38425, -0.51290, -0.05358], [-0.37856, 0.29553, -0.22329], [1.72956, -0.86825, 1.00393], [1.51598, -0.25798, -0.31706], [2.48319, 1.58181, -0.34552], [-2.35552, -0.11951, 0.12781], [-1.28720, -1.58385, -0.00397], [-0.32320, 1.46516, -0.18831]],
  "mulliken_charge": [-0.481, -0.089, -0.462, 0.496, -0.194, 0.247, 0.228, 0.254]
}

***

<ii>
{
  "formula": "C2H3ClOS",
  "method": "ωB97M-V/def2-TZVPD",
  "orbital_gap_ev": 9.3,
  "homo_ev": -9.42,
  "lumo_ev": -0.152,
  "smiles": "C=C=O.SCl",
  "symbols": ["C", "C", "O", "S", "Cl", "H", "H", "H"],
  "positions_angstrom": [[1.60373, 1.41877, -0.01460], [1.94955, 0.17983, -0.08865], [1.31478, 2.54415, 0.02767], [-2.26781, -1.20833, -0.08740], [-3.82136, 0.08601, 0.04340], [-2.92157, -2.30306, 0.32676], [2.59859, -0.26002, 0.64215], [1.54409, -0.45736, -0.84933]],
  "mulliken_charge": [0.823, -0.952, -0.350, -0.048, -0.127, 0.174, 0.236, 0.244]
}

***

<iii>
{
  "formula": "C2H3ClOS",
  "method": "ωB97M-V/def2-TZVPD",
  "orbital_gap_ev": 9.2,
  "homo_ev": -9.59,
  "lumo_ev": -0.404,
  "smiles": "C=C=O.SCl",
  "symbols": ["C", "C", "O", "S", "Cl", "H", "H", "H"],
  "positions_angstrom": [[0.27043, 0.68336, 1.30174], [-0.58190, 0.65584, 0.37378], [0.93376, 0.49673, 2.27230], [2.47683, -0.67586, -0.53858], [3.86647, -0.39442, 0.96743], [1.47484, -1.03601, 0.25717], [-1.48621, 1.32962, 0.53799], [-0.37996, 0.36641, -0.69731]],
  "mulliken_charge": [0.673, -0.716, -0.378, -0.072, -0.110, 0.142, 0.229, 0.231]
}

***

Best to worst by energy: <ii>, <iii>, <i>.

***

<i>
{
  "formula": "C3H11N3",
  "method": "ωB97M-V/def2-TZVPD",
  "orbital_gap_ev": 9.4,
  "homo_ev": -8.32,
  "lumo_ev": 1.076,
  "smiles": "NCCNCN",
  "symbols": ["C", "N", "C", "N", "C", "N", "H", "H", "H", "H", "H", "H", "H", "H", "H", "H", "H"],
  "positions_angstrom": [[0.10739, -0.16332, -1.00806], [-0.97584, -0.47407, -0.06647], [-0.50635, -0.73447, 1.32575], [-0.96155, -2.08414, 1.70491], [0.40964, 1.36610, -0.78741], [1.47029, 1.74997, -1.72735], [-0.33552, -0.13014, -1.99457], [0.93178, -0.90245, -0.90075], [-1.58957, -1.23849, -0.33704], [-1.08406, 0.00875, 1.91251], [0.53108, -0.45750, 1.50034], [-0.17919, -2.71696, 1.80710], [-1.60658, -2.22237, 2.47746], [-0.54081, 1.90728, -0.85740], [0.65993, 1.50601, 0.29618], [2.34019, 1.90908, -1.23405], [1.32917, 2.67673, -2.11114]],
  "mulliken_charge": [-0.590, -0.392, -0.379, -0.549, -0.373, -0.623, 0.370, 0.253, 0.250, 0.292, 0.290, 0.183, 0.210, 0.341, 0.263, 0.220, 0.234]
}

***

<ii>
{
  "formula": "C3H11N3",
  "method": "ωB97M-V/def2-TZVPD",
  "orbital_gap_ev": 10.2,
  "homo_ev": -9.02,
  "lumo_ev": 1.160,
  "symbols": ["C", "C", "C", "N", "N", "N", "H", "H", "H", "H", "H", "H", "H", "H", "H", "H", "H"],
  "positions_angstrom": [[0.72527, 0.18458, -0.22340], [-1.65103, 0.62168, -0.13018], [1.13644, -1.03915, 0.58178], [-0.54544, 0.05260, -0.85141], [1.70333, 0.63594, -1.17209], [-2.19030, -0.19176, 0.92268], [-0.49163, 0.45770, -1.77939], [0.33834, 1.18498, 0.62875], [2.34602, 1.30801, -0.77123], [2.23577, -0.13221, -1.56376], [-2.40799, -1.13428, 0.61339], [-1.55386, -0.25551, 1.70840], [-2.43507, 0.88062, -0.84090], [-0.93307, 1.48514, 0.56578], [1.34143, -1.87337, -0.09571], [0.34394, -1.35175, 1.25056], [2.03785, -0.83321, 1.15674]],
  "mulliken_charge": [0.495, -0.477, -1.248, -0.349, -0.650, -0.593, 0.241, 0.035, 0.248, 0.238, 0.260, 0.269, 0.366, 0.230, 0.328, 0.304, 0.305]
}

***

Best to worst by energy: <i>, <ii>.

***

<i>
{
  "formula": "C3H11N3",
  "method": "ωB97M-V/def2-TZVPD",
  "orbital_gap_ev": 9.5,
  "homo_ev": -8.50,
  "lumo_ev": 0.984,
  "smiles": "NCCNCN",
  "symbols": ["C", "N", "C", "N", "C", "N", "H", "H", "H", "H", "H", "H", "H", "H", "H", "H", "H"],
  "positions_angstrom": [[-0.93088, 0.12593, -1.00226], [-1.03767, -0.34220, 0.37160], [-0.40899, 0.51613, 1.39586], [-0.12450, -0.28600, 2.62440], [0.35811, -0.28857, -1.72485], [1.61100, 0.37302, -1.35758], [-1.12295, 1.19957, -1.08876], [-1.79077, -0.31600, -1.52321], [-0.70207, -1.26787, 0.57050], [-1.08895, 1.33473, 1.66680], [0.52589, 0.96949, 1.06377], [-0.67227, -1.13977, 2.52298], [0.83948, -0.59907, 2.53762], [0.61674, -1.33284, -1.54224], [0.20868, -0.17516, -2.80105], [2.14653, -0.11646, -0.65758], [1.57262, 1.34508, -1.05600]],
  "mulliken_charge": [-0.645, -0.368, -0.192, -0.650, -0.523, -0.565, 0.333, 0.328, 0.261, 0.222, 0.188, 0.258, 0.261, 0.326, 0.269, 0.255, 0.242]
}

***

<ii>
{
  "formula": "C3H11N3",
  "method": "ωB97M-V/def2-TZVPD",
  "orbital_gap_ev": 9.5,
  "homo_ev": -8.36,
  "lumo_ev": 1.145,
  "smiles": "NCCNCN",
  "symbols": ["C", "N", "C", "N", "C", "N", "H", "H", "H", "H", "H", "H", "H", "H", "H", "H", "H"],
  "positions_angstrom": [[0.90544, 0.70803, -0.67467], [0.31357, -0.62025, -0.56735], [-1.04334, -1.00871, -0.23724], [-1.36762, -2.47917, -0.26983], [1.23671, 1.60679, 0.54132], [-0.04025, 1.79891, 1.19475], [0.19581, 1.35380, -1.22748], [1.85983, 0.56163, -1.23322], [0.50596, -1.06681, -1.35706], [-1.64227, -0.53851, -1.12688], [-1.12232, -0.50253, 0.70690], [-0.62895, -2.81794, 0.41008], [-1.34414, -2.93382, -1.15391], [1.98066, 0.92977, 1.09818], [1.67516, 2.60335, 0.10960], [0.17856, 2.60444, 1.82068], [-0.59108, 1.07351, 1.67368]],
  "mulliken_charge": [-0.701, -0.316, -0.314, -0.631, -0.283, -0.507, 0.314, 0.358, 0.185, 0.324, 0.182, 0.257, 0.253, 0.237, 0.284, 0.213, 0.144]
}

***

<iii>
{
  "formula": "C3H11N3",
  "method": "ωB97M-V/def2-TZVPD",
  "orbital_gap_ev": 9.4,
  "homo_ev": -8.34,
  "lumo_ev": 1.077,
  "smiles": "N/C=C/N.CN",
  "symbols": ["C", "N", "H", "H", "H", "H", "H", "C", "C", "N", "N", "H", "H", "H", "H", "H", "H"],
  "positions_angstrom": [[0.01510, 1.59103, 2.06345], [0.88061, 0.40565, 2.07830], [0.55441, 2.54152, 2.03785], [-0.60868, 1.59203, 2.95578], [-0.65346, 1.52682, 1.20868], [1.63082, 0.50663, 1.40816], [1.31157, 0.29588, 2.98670], [-0.64302, -1.24916, -1.07109], [-0.07827, -0.37573, -1.89220], [0.51721, -0.82933, -3.12178], [-1.24011, -0.94884, 0.16982], [-0.63980, -2.29683, -1.37268], [-0.04895, 0.69423, -1.69849], [1.46315, -0.48054, -3.21722], [-0.00038, -0.46375, -3.90560], [-0.56111, -0.85431, 0.92832], [-1.89910, -1.65531, 0.44200]],
  "mulliken_charge": [-0.757, -0.542, 0.301, 0.312, 0.261, 0.177, 0.219, -0.134, -0.303, -0.588, -0.500, 0.276, 0.310, 0.242, 0.236, 0.241, 0.247]
}

***

Best to worst by energy: <i>, <iii>, <ii>.